1.
Formula: CN2O3
Source: the Open Molecules 2025 dataset
Level of theory: the ωB97M-V functional and the def2-TZVPD basis

```
6
Properties=species:S:1:pos:R:3:nbo_charge:R:1
O -1.0414 0.4719 -0.3322 -0.5063
O -1.0056 -0.9562 1.4798 -0.5292
O 1.0071 -0.4405 0.3002 -0.3385
N 1.2366 0.2996 -0.7021 0.2334
N 0.4595 0.9303 -1.3045 0.1951
C -0.6562 -0.3051 0.5589 0.9454
```

## Properties
LUMO energy, eV: -1.3983
DFT total energy, a.u.: -373.2253
Energy relative to the best compared isomer or geometry (same formula, charge and spin), eV: 2.6473
E_HOMO, Eh: -0.43059



2.
Formula: C8H7O3S
Source: the Open Molecules 2025 dataset
Level of theory: the ωB97M-V functional and the def2-TZVPD basis

```
19
Properties=species:S:1:pos:R:3:nbo_charge:R:1
S -1.7878 1.1352 -1.8879 1.4475
O -2.1622 1.9555 -0.7622 -0.9772
O -2.5547 -0.3453 -1.7499 -0.7713
O -1.6139 -2.1848 -0.9372 -0.6781
C 0.1074 0.1666 2.1940 -0.2067
C 2.2584 0.0355 1.1469 -0.2321
C -0.5615 0.2041 0.9470 -0.2026
C 1.5261 0.1458 2.2807 -0.2780
C 0.2367 0.2062 -0.2314 -0.0401
C -1.5762 -1.3647 -1.8369 0.5718
C 1.6392 0.2012 -0.0482 -0.2078
C -0.2277 0.2311 -1.5901 -0.7006
H -1.2600 -1.6005 -2.9008 0.1014
H 0.4700 0.5537 -2.3210 0.1954
H 2.3706 0.1722 -0.9532 0.1838
H -0.6521 0.2318 3.0378 0.1941
H 2.0625 0.0982 3.1254 0.1828
H 3.3123 -0.0469 1.3815 0.1922
H -1.5871 0.2051 1.1055 0.2251
```

## Properties
LUMO energy, eV: 3.4964
DFT total energy, a.u.: -932.9086
Energy relative to the best compared isomer or geometry (same formula, charge and spin), eV: 2.3881
Total charge: -1
E_HOMO, Eh: -0.12037



3.
Formula: BrClH2O2Si
Source: the Open Molecules 2025 dataset
Level of theory: the ωB97M-V functional and the def2-TZVPD basis

```
7
Properties=species:S:1:pos:R:3:nbo_charge:R:1
Br 1.7305 -0.3651 -2.0322 -0.6965
Cl 0.2034 2.0345 1.5409 -0.2911
Si 0.0115 0.4320 0.4824 2.0999
O 0.3470 -1.0094 1.0229 -1.1110
O -1.3500 0.6718 -0.3905 -1.0908
H -1.4678 0.0224 -1.1302 0.5334
H 0.5254 -1.7862 0.5066 0.5562
```

## Properties
LUMO energy, eV: -1.0388
DFT total energy, a.u.: -3475.5032
Energy relative to the best compared isomer or geometry (same formula, charge and spin), eV: 2.2097
E_HOMO, Eh: -0.33709



4.
Formula: C32H27BrInN6O2S2
Source: the Open Molecules 2025 dataset
Level of theory: the ωB97M-V functional and the def2-TZVPD basis

```
71
Properties=species:S:1:pos:R:3:lowdin_charge:R:1
In -15.9885 8.3714 5.5632 0.8919
Br -10.4889 11.9687 4.0303 0.7670
S -18.4106 7.1282 7.8879 0.6397
S -16.6836 4.3482 7.2506 1.1418
O -18.9229 8.4441 7.6666 -0.2924
O -19.2431 5.9613 7.9050 -0.2841
N -15.2236 6.1054 6.1277 -0.0262
N -15.5512 9.6707 7.4914 0.1174
N -17.4713 8.2713 3.6859 0.1038
N -17.5450 10.0455 5.6917 0.0931
N -15.2634 7.3623 13.0940 0.1127
N -17.2408 6.9993 6.6951 -0.1820
C -17.5443 10.8007 6.8022 -0.1955
C -16.3651 6.0832 11.3220 -0.0078
C -15.9947 7.3385 11.9105 -0.2853
C -16.0104 6.5717 2.6891 -0.0060
C -17.4780 7.1835 9.4832 -0.2532
C -13.0789 8.6689 4.2956 -0.1131
C -19.0609 8.3231 1.5276 -0.0230
C -14.4802 4.9817 6.2197 -0.2434
C -13.2472 11.4155 4.5814 -0.1303
C -14.5266 9.4966 8.2943 -0.2895
C -16.2110 11.5889 8.7690 0.0128
C -19.6557 10.9073 5.0623 0.0328
C -16.3816 10.7263 7.6947 -0.1985
C -14.2837 10.3624 9.3715 0.0019
C -12.0113 10.8810 4.2162 -0.6963
C -18.0943 7.3650 1.6367 -0.0126
C -17.0938 8.3806 10.0133 -0.0918
C -18.6386 11.5984 7.1000 0.0088
C -15.0761 3.9466 6.8219 -0.3666
C -19.2576 9.2668 2.5261 -0.0006
C -11.9265 9.4824 4.0710 -0.0949
C -19.7224 11.6444 6.2525 0.0055
C -16.3985 5.9116 6.7133 -0.7547
C -18.5594 10.0791 4.8697 -0.1864
C -13.6411 8.3018 8.2079 0.0147
C -18.4550 9.2097 3.6309 -0.1514
C -16.4282 8.4858 11.2315 -0.0289
C -14.3476 10.6089 4.7170 -0.1605
C -14.3182 9.2307 4.5645 -0.2549
C -15.1434 11.3899 9.6196 -0.0325
C -17.0847 6.0298 10.1544 -0.0855
C -17.2453 7.4094 2.7040 -0.3054
H -19.7042 8.3494 0.6234 0.1368
H -17.4570 9.3309 9.5361 0.1205
H -14.6808 3.0086 7.1528 0.0703
H -16.0907 9.4746 11.5970 0.1150
H -13.3203 12.4917 4.6742 0.1037
H -15.0013 12.0319 10.4395 0.1123
H -15.1615 6.5200 13.6485 0.1048
H -15.8228 6.0978 3.6696 0.0693
H -18.0136 6.6365 0.8465 0.1273
H -13.4431 10.2920 9.9912 0.1141
H -16.9305 12.3911 8.9465 0.1245
H -14.0873 7.5352 8.7941 0.0858
H -13.6453 7.9601 7.1672 0.0549
H -15.9539 5.1999 11.7381 0.1027
H -16.1651 5.7442 2.0075 0.0884
H -15.2930 8.2326 13.5861 0.0892
H -20.4444 10.9551 4.3022 0.1231
H -10.9697 9.0588 3.8772 0.0882
H -19.9291 10.1221 2.3529 0.1277
H -17.3725 5.0819 9.7476 0.0718
H -15.2923 11.1295 5.0158 0.0998
H -12.6347 8.5963 8.5246 0.1062
H -13.4230 4.9689 5.9506 0.1262
H -18.7170 12.0988 8.0226 0.1046
H -12.9824 7.5974 4.1566 0.0944
H -15.1720 7.2096 2.3692 0.1024
H -20.6033 12.3007 6.4926 0.1455
```

## Properties
LUMO energy, eV: -3.3101
DFT total energy, a.u.: -5275.0294
Energy relative to the best compared isomer or geometry (same formula, charge and spin), eV: 0.6195
Total charge: +1
E_HOMO, Eh: -0.38889



5.
Formula: C17H32Cl2O2P2Pd
Source: the Open Molecules 2025 dataset
Level of theory: the ωB97M-V functional and the def2-TZVPD basis

```
56
Properties=species:S:1:pos:R:3:nbo_charge:R:1
Pd 0.1703 2.3166 2.2650 0.9294
Cl 0.8693 3.8765 7.0264 -0.0146
Cl 1.2895 0.9551 7.0473 -0.0176
P 0.4530 -2.7657 -1.1493 0.7883
P -0.6263 -0.6320 -3.0886 0.7992
O -1.1928 1.9965 4.7007 -0.6892
O 1.0209 2.3798 4.3103 -0.7362
C -1.2934 -0.1934 1.3770 -0.4502
C -1.3751 0.6654 0.0927 -0.4796
C 0.2121 2.2867 6.6019 -0.3112
C -0.0924 -3.3799 -2.8484 -0.6943
C 2.2227 -3.2028 -1.4369 -0.9325
C 1.4999 1.8605 -0.3691 -0.4535
C 1.1969 0.4371 1.7714 -0.2766
C -2.3820 -0.9223 -3.5701 -0.9322
C -0.0753 -4.3105 -0.3149 -0.9401
C -0.0793 0.0683 2.2098 -0.1947
C -0.5172 4.2325 2.2591 -0.8197
C -0.1139 0.3728 -4.5328 -0.9411
C 1.7074 0.5051 0.3524 -0.4529
C -0.0353 -2.2472 -3.8658 -0.6939
C -0.0153 2.2153 5.0573 0.7431
C 0.2827 2.6327 0.0444 -0.2150
C -0.9771 2.0943 0.2951 -0.2147
H 0.3303 3.7210 -0.0483 0.2315
H -1.7810 2.8033 0.5160 0.2280
H -2.4194 0.6670 -0.2563 0.2237
H -1.2289 4.3183 3.0882 0.2207
H -0.5153 -0.0587 -5.4595 0.2159
H -0.6900 -2.4689 -4.7213 0.2158
H -1.1691 -4.3754 -0.3469 0.2303
H -2.9394 0.0126 -3.4570 0.2305
H 0.9840 -2.0779 -4.2546 0.2193
H 2.7515 -3.1825 -0.4782 0.2317
H 1.9833 0.3286 2.5311 0.2419
H -0.9642 4.5306 1.3038 0.1703
H 1.3289 -0.3322 -0.2579 0.2353
H 2.6734 -2.4792 -2.1264 0.2297
H -2.4244 -1.2508 -4.6167 0.2157
H 2.3717 2.4884 -0.1139 0.2185
H -2.8169 -1.6965 -2.9285 0.2306
H -0.7434 2.1610 7.1307 0.2397
H 0.3931 4.8067 2.4784 0.2061
H -1.1073 -3.8033 -2.7429 0.2197
H -0.4912 1.3910 -4.4004 0.2294
H -1.3785 -1.2682 1.1408 0.2342
H 1.5085 1.7388 -1.4652 0.2332
H -2.1761 0.0481 1.9940 0.2265
H -0.1152 -0.3445 3.2277 0.2421
H 0.3552 -5.1858 -0.8190 0.2163
H 0.9810 0.3896 -4.5817 0.2297
H 0.2583 -4.2784 0.7263 0.2307
H 0.5810 -4.1970 -3.1473 0.2170
H 2.7970 0.3492 0.4320 0.2231
H 2.2864 -4.2095 -1.8714 0.2159
H -0.7725 0.2132 -0.7106 0.2471
```

## Properties
2S+1: 3
LUMO energy (alpha / beta), eV: 0.3317 / -1.9804
DFT total energy, a.u.: -2548.2501
Energy relative to the best compared isomer or geometry (same formula, charge and spin), eV: 0.0000
E_HOMO (alpha / beta), Eh: -0.22992 / -0.30820